Molecular formula: C27H73AgN5O10
Method: DFT, ωB97M-V/def2-TZVPD

Cartesian coordinates (Å):
H 6.8544 -4.4470 -11.5445
C 7.7855 -10.9847 -13.0405
H 14.1356 -4.3411 -5.9979
C 9.4629 -2.7556 -7.0699
C 12.3248 -4.5283 -12.1575
H 4.1649 -10.5392 -9.4902
H 12.8781 -5.6419 -9.8969
H 4.7670 -3.6958 -6.5855
C 8.7404 -6.6566 -9.4617
H 2.7905 -9.8379 -8.4979
H 9.0875 -9.9209 -6.7893
H 7.6303 -6.7591 -3.2214
H 6.2861 -11.0727 -8.1542
C 11.9455 -11.4285 -8.1087
H 8.2787 -10.1917 -5.2727
H 13.4585 -9.9287 -9.9019
H 6.1446 -8.1869 -8.1218
C 4.8872 -3.3283 -7.6063
H 6.1535 -5.0857 -4.6900
O 12.8473 -4.2287 -7.6258
H 7.6863 -10.2123 -9.6110
H 13.4255 -6.8259 -11.1032
C 12.5424 -6.3320 -10.6753
C 8.7407 -6.9738 -8.0111
Ag 9.4073 -5.9024 -12.0501
H 9.7388 -4.0622 -8.9874
H 4.6433 -7.6474 -8.0328
H 13.5547 -5.8884 -6.5811
H 8.7900 -10.1401 -16.0448
C 12.0758 -2.4633 -13.6078
H 10.4451 -10.6481 -9.4038
O 4.9864 -6.3244 -3.5860
O 8.1442 -10.1660 -14.1177
H 7.4054 -8.4109 -11.0647
O 11.7466 -5.6958 -11.6446
N 5.1921 -8.4197 -8.3966
N 10.5579 -3.4712 -9.1107
N 11.4240 -9.0557 -8.4988
O 6.9990 -9.6893 -6.7281
O 5.9677 -5.2978 -8.4138
C 6.4198 -4.8850 -12.4576
H 7.2367 -10.9070 -15.8708
C 8.1837 -10.3452 -6.3560
H 12.2392 -12.3654 -8.5957
H 11.3114 -2.0100 -7.7198
C 11.4690 -10.3941 -9.0983
H 8.8662 -2.0281 -7.6159
H 5.3713 -5.1125 -12.2318
H 10.8548 -13.7834 -7.3861
H 8.4569 -11.8509 -12.9230
C 5.9614 -10.4743 -7.3008
H 8.4875 -6.0376 -7.4958
H 11.9740 -3.5002 -5.9621
H 11.5917 -4.4405 -14.1674
H 11.7361 -1.6116 -13.0190
H 11.3104 -4.1170 -9.3389
O 9.0674 -7.5661 -10.2822
H 8.0566 -6.6600 -4.9413
H 12.3779 -3.8054 -11.3274
C 11.5150 -3.8259 -13.2652
H 9.7469 -7.0986 -7.6062
C 7.9114 -10.1287 -11.7682
H 3.4789 -11.3423 -8.0872
H 13.1739 -2.4869 -13.5947
C 8.2067 -10.7702 -15.3765
H 6.7780 -11.3763 -13.2448
H 8.6668 -11.7594 -15.2704
N 6.9796 -8.9955 -11.7838
C 11.0826 -13.0658 -6.5927
C 11.6491 -3.9404 -6.9184
H 9.5805 -3.4091 -13.6819
O 8.6327 -5.4659 -9.8632
H 11.1530 -4.8874 -6.6558
C 10.8165 -2.9870 -7.7249
H 3.8656 -4.8500 -8.6798
H 10.0178 -3.0067 -12.1665
C 7.5926 -10.8849 -10.4609
H 12.6026 -11.2652 -10.7069
H 5.6458 -6.6134 -5.5122
C 3.7456 -10.3609 -8.5042
H 10.9319 -8.9604 -7.6181
H 12.1907 -9.5836 -11.0193
C 12.4833 -10.2838 -10.2351
H 6.6137 -11.3682 -10.4486
H 4.2839 -9.2560 -6.7105
H 8.0407 -7.7188 -7.6378
H 13.3312 -4.6721 -12.5676
H 10.3527 -13.0607 -5.7841
H 11.9035 -2.1777 -14.6505
C 13.8474 -4.8806 -6.9066
H 7.0046 -7.9891 -4.3055
H 8.3049 -11.7130 -10.3056
H 14.7081 -5.0241 -7.5556
H 11.9936 -7.1700 -10.2594
C 5.9886 -6.1547 -4.5756
N 10.0967 -3.7383 -12.8707
H 8.9592 -9.8284 -11.7969
H 4.8400 -7.2671 -3.4593
H 12.8454 -11.0763 -7.5899
H 12.0670 -13.2818 -6.1641
H 6.0690 -9.2639 -11.4333
H 6.3271 -5.6585 -9.2307
H 5.7174 -11.2189 -6.5337
C 7.2693 -6.9313 -4.2374
H 8.1645 -11.4305 -6.4746
H 4.1430 -2.5501 -7.7821
H 8.9266 -3.7096 -7.0740
H 10.9163 -8.4573 -9.1478
C 4.8812 -4.4419 -8.6397
H 5.8393 -2.7902 -7.6323
O 10.9741 -11.7529 -7.1127
O 7.1918 -5.9826 -12.7644
H 6.4630 -4.1495 -13.2716
C 4.7606 -9.6196 -7.6253
H 9.5527 -2.4363 -6.0294
H 4.9870 -3.9385 -9.6083

As for the LUMO energy (spin up / spin down): 0.58 / -1.38 eV. Its spin multiplicity is 2. As for the energy: -61102.1887 eV.

Atom charges from the Mulliken analysis, given in e for atoms 1 to 5: 0.0020, -1.1567, 0.3564, -1.3001, -0.8889